Here is a cluster of 6 separate species, C18H52N4O6 in total in a non-equilibrium geometry from the OMol25 dataset. Energies are from ωB97M-V/def2-TZVPD.

The geometry in ORCA input format:
```
! RIJCOSX wB97M-V def2-TZVPD def2/J DEFGRID3
* xyz 0 1
H 1.54 -0.32 1.56
H 3.88 -1.36 4.74
H 0.07 1.00 2.78
H -1.50 1.96 -0.74
H 5.14 1.20 -0.52
C -3.04 -6.01 -3.77
C -2.41 -0.16 -5.44
H -0.47 -0.08 -3.54
H -2.39 -5.38 -4.38
H -1.25 -2.89 -0.99
H -0.98 2.04 1.84
O 2.11 -0.37 -0.43
H 2.93 3.73 -2.03
N -3.13 -7.43 -1.72
H 4.21 2.68 -2.44
C 2.15 3.46 2.86
H 0.65 -1.39 0.54
C -1.89 2.47 4.34
C -0.95 1.11 2.41
H -3.64 -8.06 -2.33
H 2.57 -0.91 3.68
H 4.64 3.45 -0.05
O -1.07 -4.47 -2.33
H 1.85 2.33 0.44
C 3.55 -0.58 4.05
O 3.53 0.66 4.74
H 2.64 2.00 -1.91
C 3.38 2.77 -1.74
N -0.89 1.76 -5.46
O -0.58 2.84 4.70
H -1.59 -0.80 -5.77
H -2.97 0.19 -6.31
H 1.13 3.11 2.68
C -1.32 0.58 -3.33
C -2.32 -6.50 -2.52
H 2.66 0.79 5.13
H -1.19 0.28 1.75
H -3.51 1.60 2.39
H 2.38 -1.77 1.08
N 4.30 1.37 0.02
H 2.45 3.19 3.87
H -3.31 -6.83 -4.44
O 3.09 2.92 1.96
C -1.90 1.02 -4.66
H 0.24 2.12 -0.97
H 0.14 -3.93 -0.71
H -1.63 0.36 4.27
H 4.61 1.37 0.99
H -3.17 -0.72 -4.88
H 2.30 4.06 0.42
H -2.73 -4.88 -1.15
H 0.09 -2.82 -2.12
H -0.91 4.00 6.40
H -2.46 2.30 5.27
H -1.13 4.84 4.86
H -1.29 -5.85 -0.80
H -3.43 0.09 2.75
H 0.49 4.43 5.39
C 1.66 -1.03 0.72
C -1.92 1.17 3.60
C -0.53 4.07 5.37
C 2.66 3.04 0.62
H -0.43 0.50 -1.00
O -0.82 1.72 -2.65
H 2.17 4.56 2.81
C -0.64 1.54 -1.26
H -1.42 -7.04 -2.82
H 4.23 -0.47 3.21
H -2.41 3.28 3.81
H -0.15 1.09 -5.66
N -3.32 1.00 3.19
H -2.04 0.02 -2.72
H -2.73 1.71 -4.50
H -0.43 2.36 -4.77
C -0.49 -3.51 -1.50
H -3.94 -5.43 -3.53
C 3.82 2.76 -0.30
H -3.85 -6.89 -1.24
H 2.78 0.32 -0.25
C -1.86 -5.38 -1.61
*
```

Computed properties:
LUMO level	0.0197	Eh
HOMO-LUMO gap	9.88	eV
max |F|	1.654	eV/Å
SMILES	COC[C@H](C)N.COC[C@H](C)N.COC[C@H](C)N.COC[C@H](C)N.CO.CO


Here is a cluster of 6 separate species, C18H52N8O6 in total in a non-equilibrium geometry from the OMol25 dataset. Energies are from ωB97M-V/def2-TZVPD.

The geometry in ORCA input format:
```
! RIJCOSX wB97M-V def2-TZVPD def2/J DEFGRID3
* xyz 1 2
H 2.12 -6.21 -5.63
H 5.58 -2.82 -6.41
N 9.10 -3.52 -9.09
H 0.31 -2.01 -12.14
H 3.34 -5.70 -6.86
H 5.29 5.97 -10.24
C 0.26 -4.19 -8.94
H 1.84 -1.91 -8.80
C 4.79 5.25 -9.60
H 5.70 4.66 -11.85
H 3.69 0.07 -9.65
H 0.71 -8.10 -6.36
O 5.36 1.32 -10.08
H 8.45 -4.25 -8.85
H 6.54 3.82 -9.90
H 4.47 3.73 -11.99
H 0.57 -8.12 -8.24
H 0.08 -1.61 -9.08
H 4.65 -0.97 -3.76
H 6.26 -1.21 -6.51
H 9.09 -0.53 -9.41
C 1.49 -1.17 -10.66
C 3.28 -9.26 -8.46
H 3.96 -10.11 -8.39
N 4.58 -3.36 -9.72
H 2.73 -9.30 -9.40
H 5.14 2.53 -8.40
H 10.09 -3.69 -9.22
H 2.21 -2.56 -11.77
H 3.68 -0.89 -6.60
C 4.85 2.52 -9.46
H 3.19 -6.08 -9.31
H 3.19 -3.04 -4.53
O 1.72 -1.91 -5.54
C 0.92 -1.70 -4.41
H -0.81 -3.94 -8.91
H 0.53 -5.22 -9.16
H 3.59 0.23 -4.26
C 3.06 -2.42 -5.41
N 5.41 3.72 -11.61
O 7.40 -2.11 -9.22
H 2.57 -4.50 -9.72
H 3.77 2.70 -9.54
C 4.41 -4.56 -9.22
C 0.47 -1.01 -11.73
H 2.02 -11.54 -7.30
H 0.76 -10.84 -6.80
H -0.04 -1.22 -4.59
H 2.77 -1.15 -12.20
C 4.13 -1.31 -5.70
H 5.15 -0.77 -10.01
C 1.01 -2.01 -9.49
H 3.73 -8.27 -8.51
C 5.59 -1.84 -5.93
C 8.58 -2.38 -9.17
H 6.17 -2.07 -5.04
O 5.24 -5.15 -8.59
H 3.94 -2.71 -10.14
N 3.35 -5.13 -9.61
H 3.38 -7.33 -6.03
C 1.18 -8.15 -7.34
H 2.53 -9.35 -6.32
O 1.90 -6.92 -7.56
H 0.78 -0.32 -12.50
H 5.00 0.03 -8.51
C 2.19 -9.33 -7.35
H 1.37 -0.94 -3.77
H 10.43 -1.66 -9.38
H 4.93 5.25 -8.52
H 3.74 5.31 -9.88
H -0.50 -0.64 -11.41
H 1.54 -0.18 -10.21
C 2.76 -6.53 -6.45
H 3.05 -3.07 -6.29
C 4.77 0.16 -9.57
C 5.48 3.84 -10.14
H 0.57 -3.94 -7.93
H 5.39 -2.95 -9.28
H 0.81 -2.62 -3.84
N 2.62 -1.73 -11.38
N 4.27 -0.46 -4.54
O 0.84 -3.37 -9.98
N 9.44 -1.48 -9.36
N 1.51 -10.67 -7.45
*
```

Computed properties:
LUMO level (spin up / spin down)	-0.1026 / -0.2897	Eh
HOMO-LUMO gap (spin up / spin down)	7.73 / 2.64	eV
expectation value of S²	0.76
max |F|	7.628	eV/Å


Here is a cluster of 6 separate species, C18H53N4O7 in total in a non-equilibrium geometry from the OMol25 dataset. Energies are from ωB97M-V/def2-TZVPD.

The geometry in ORCA input format:
```
! RIJCOSX wB97M-V def2-TZVPD def2/J DEFGRID3
* xyz 1 1
H -2.19 0.95 -1.83
H -0.38 5.32 1.65
H -1.71 -1.25 -2.97
H 5.34 -1.14 2.16
H -1.57 2.42 -3.91
H 3.28 -1.90 -0.57
H -2.84 -0.35 2.51
C -0.96 -2.38 2.52
C 0.97 -0.81 -2.76
C -0.44 -1.13 3.45
O 0.48 2.02 0.90
C 0.22 4.41 1.73
H -0.50 -3.16 0.73
H -4.15 1.23 -4.02
H 2.05 4.08 1.28
H 2.78 -1.06 2.35
H 3.09 -3.67 1.02
C 1.31 1.55 -2.35
H -0.93 -3.77 4.09
C -2.07 2.74 -2.99
H 5.55 0.51 -0.84
C -2.87 1.56 -2.41
C -4.35 3.31 0.49
H 1.40 2.14 1.13
H -4.48 1.15 -1.07
O -3.37 2.66 -0.30
C 5.07 -0.44 -0.63
H -0.79 -3.91 -2.84
H -2.59 1.30 2.99
H 2.06 -0.82 0.06
C 0.03 -1.94 -2.29
H -5.07 3.85 -0.12
N 2.60 -3.08 1.68
H -0.34 -2.82 -4.21
H -0.42 -0.05 -0.75
H -4.84 2.72 1.27
O 1.47 4.85 1.30
H -1.92 -2.42 -1.93
H 0.73 -2.53 1.32
H -2.70 0.57 -4.18
H 0.29 4.04 2.75
H 0.55 -0.44 -3.69
C 3.08 -1.19 0.24
O -0.91 0.13 3.06
C -2.33 0.28 3.23
H 2.84 -3.40 2.61
H 0.43 -2.39 -1.38
H 1.99 -1.16 -2.86
H -0.81 -0.82 0.58
H 5.19 -2.66 1.37
H -0.21 3.73 -0.22
N -3.44 0.73 -3.51
H -1.47 3.26 -2.24
H -0.64 -1.42 4.48
C 4.67 -2.00 2.06
H 4.76 -0.73 -1.63
C -0.07 -3.20 -3.23
H -2.72 3.48 -3.44
H 0.89 -3.70 -3.29
H 4.68 -2.57 2.99
O -0.85 0.02 0.11
C -0.54 -3.68 3.08
H -0.40 0.63 0.69
H -2.66 0.08 4.25
H -1.26 2.95 1.01
N -0.26 -2.32 1.24
C -0.25 3.30 0.78
H -4.57 2.74 -1.97
C 3.19 -1.79 1.64
O 3.90 -0.10 0.17
H 5.75 -1.19 -0.21
C -3.95 2.04 -1.42
N -1.39 -1.57 -2.06
O 0.86 0.32 -1.82
H 0.64 -1.04 3.35
H -0.95 -4.47 2.46
H -2.02 -2.36 2.28
H 1.16 2.30 -1.57
H -3.83 4.09 1.06
H 0.54 -3.80 3.23
H 0.80 1.65 -3.31
H 2.38 1.56 -2.53
*
```

Computed properties:
LUMO level	-0.0647	Eh
HOMO-LUMO gap	10.00	eV
max |F|	2.985	eV/Å


Here is a structure of composition C18H54N10O6P3Sr in a non-equilibrium geometry from the OMol25 dataset. Energies are from ωB97M-V/def2-TZVPD.

The geometry in ORCA input format:
```
! RIJCOSX wB97M-V def2-TZVPD def2/J DEFGRID3
* xyz 1 1
H 4.05 -2.22 -2.02
P -4.00 0.82 -0.78
H -5.21 -0.84 1.23
H 2.77 -2.23 -4.30
H -3.86 -2.38 -2.48
H 3.94 -0.92 -4.20
H -3.51 3.64 -3.11
C -4.01 3.52 -0.51
N -0.65 -3.43 0.50
H 1.49 1.05 6.32
O -1.64 -2.79 0.19
C 0.24 1.45 -4.15
O 0.75 -0.22 -0.67
H -4.46 4.41 -0.96
C 3.55 1.86 -2.41
C -6.73 1.19 -0.58
H 4.63 0.33 5.55
H 4.24 1.99 -1.58
H 3.89 1.06 -3.07
H 3.52 2.78 -2.99
H -4.71 3.37 0.31
N 2.54 -0.96 -2.58
C 1.83 -3.33 4.51
H -4.62 -0.57 -4.19
H 3.66 -0.14 6.88
H -0.97 -0.91 -4.30
H 3.33 -1.46 -0.68
P 2.42 -0.88 3.46
H 3.56 1.79 2.11
C -3.14 2.74 -2.61
H 2.34 -2.76 -1.47
H -6.07 -0.38 -3.17
H 0.83 -3.44 4.09
P 1.34 0.21 -1.94
H -1.82 0.19 -3.21
H 5.77 -0.54 2.10
H 2.39 -3.89 1.95
H 1.17 1.28 4.61
H -5.35 -1.95 -1.65
N -5.49 0.77 0.06
H 5.53 0.51 3.45
N 3.71 -0.23 2.54
H -3.85 -1.87 -0.79
H -7.53 0.45 -0.44
N 2.66 -0.07 5.00
C 1.55 2.87 -1.17
H 2.70 1.99 5.31
H -5.14 1.02 -3.37
Sr -0.80 -0.37 1.31
C 3.21 -3.38 2.44
O -2.82 0.47 0.06
H -0.30 2.33 -3.79
C 1.97 1.18 5.35
C 3.45 0.81 1.64
H 1.92 3.80 -1.59
C -5.55 0.19 1.36
H 0.46 2.79 -1.25
C 5.15 -0.40 2.99
H -0.88 -1.24 -2.58
H -3.00 3.76 -0.19
H 1.77 -2.83 5.47
H 1.26 1.66 -4.47
C -5.04 -0.07 -3.32
C 3.07 -1.97 -1.61
H 5.33 -1.24 3.66
N 2.68 -2.58 3.56
H -6.74 1.39 -1.65
H -4.89 0.63 2.11
N -4.22 -0.25 -2.09
O 1.09 -0.63 2.81
N 0.25 0.38 -3.19
C -0.94 -0.44 -3.32
H 2.10 -4.37 4.72
C 2.91 -1.19 -3.98
N -3.99 2.41 -1.42
H -7.00 2.10 -0.04
C 3.84 -0.35 5.83
H 1.82 2.87 -0.11
H -2.08 2.77 -2.37
H 2.30 -0.56 -4.62
C -4.30 -1.70 -1.76
N 2.18 1.66 -1.84
O 0.29 -2.68 0.88
H -0.29 1.02 -4.99
H 2.56 0.74 1.02
H 4.24 0.90 0.89
H -3.34 1.97 -3.35
H 4.21 -1.36 5.64
H 4.03 -4.04 2.72
H -6.55 0.25 1.78
O -0.70 -4.63 0.81
H 3.67 -2.73 1.69
*
```

Computed properties:
LUMO level	-0.0987	Eh
HOMO-LUMO gap	8.02	eV
max |F|	4.966	eV/Å


Here is a cluster of 10 separate species, C18H54N2O10 in total in a non-equilibrium geometry from the OMol25 dataset. Energies are from ωB97M-V/def2-TZVPD.

The geometry in ORCA input format:
```
! RIJCOSX wB97M-V def2-TZVPD def2/J DEFGRID3
* xyz 1 2
H 9.16 9.08 -20.25
C 15.14 10.43 -30.36
O 13.44 7.03 -26.37
H 12.23 3.13 -26.78
O 14.24 5.12 -24.32
H 13.27 9.50 -26.09
O 12.16 4.07 -26.68
C 13.15 10.24 -26.89
C 13.25 5.85 -19.96
H 13.57 5.54 -24.86
H 14.97 10.87 -25.21
N 11.80 7.21 -21.30
C 11.72 6.14 -20.28
H 10.98 4.23 -19.97
N 15.51 9.76 -27.91
O 16.02 8.78 -27.01
H 11.60 4.92 -25.28
C 9.71 7.35 -19.19
C 11.03 6.62 -18.96
H 10.33 8.05 -23.44
H 12.69 9.77 -27.75
H 9.14 7.08 -22.38
H 13.93 12.30 -30.31
H 16.20 4.72 -27.81
H 13.67 12.59 -28.24
C 14.52 10.72 -27.32
C 9.72 7.99 -22.54
H 10.66 9.31 -19.41
H 11.76 6.59 -29.02
H 12.55 11.10 -26.60
H 13.47 5.01 -19.31
H 10.65 6.10 -25.17
C 10.96 4.89 -20.83
H 16.06 7.59 -23.62
H 14.90 12.49 -26.09
H 12.26 4.41 -27.57
C 10.11 8.60 -20.03
H 10.01 7.87 -27.14
O 10.12 7.77 -26.20
H 14.36 7.36 -28.93
H 11.24 7.92 -29.52
H 15.09 5.14 -26.86
H 15.19 8.31 -26.99
O 16.29 7.39 -24.52
C 14.04 11.34 -29.81
H 11.84 9.53 -22.87
H 15.82 8.05 -25.04
H 13.36 8.77 -29.41
H 13.04 7.28 -27.20
O 11.32 7.39 -28.73
H 8.88 6.78 -19.60
H 13.60 5.53 -20.93
H 15.35 12.40 -28.47
H 16.29 11.37 -26.12
H 11.78 7.11 -18.33
H 12.72 7.02 -25.75
O 11.29 5.60 -24.67
O 15.99 4.81 -26.88
C 10.80 8.27 -21.41
H 10.87 5.78 -18.28
C 16.66 8.56 -29.88
H 16.05 11.00 -30.55
O 12.42 6.94 -22.52
H 12.54 9.52 -21.25
H 13.05 10.89 -29.68
H 14.69 10.04 -31.27
C 15.38 9.26 -29.36
C 15.20 11.45 -26.11
H 11.06 10.41 -21.59
H 16.98 7.67 -29.34
H 11.48 4.39 -21.65
H 13.88 5.13 -23.43
H 9.93 8.64 -25.84
H 13.76 6.74 -19.58
H 9.92 5.03 -21.11
H 16.53 8.18 -30.89
H 8.90 8.71 -22.57
H 17.49 9.27 -29.93
H 9.39 7.65 -18.19
C 14.28 8.22 -29.60
C 14.42 11.82 -28.42
H 11.81 6.44 -23.06
C 11.60 9.49 -21.81
H 14.19 7.79 -30.60
*
```

Computed properties:
LUMO level (spin up / spin down)	-0.0885 / -0.2308	Eh
HOMO-LUMO gap (spin up / spin down)	7.77 / 3.90	eV
expectation value of S²	0.75
max |F|	3.003	eV/Å